Here is a cluster of 5 separate species, C43H52F7IO5Si in total from the OMol25 dataset. Energies are from wB97M-V/def2-TZVPD.

Computed properties:
* HOMO-LUMO gap: 8.48 eV
* charge: 0
* energy relative to the best compared isomer or geometry (same formula, charge and spin): 1142.86 kJ/mol
* electronic energy: -3331.7090 Eh

Cartesian coordinates (Å):
H 2.496 2.067 -7.058
C -6.733 -4.695 -1.134
H 0.279 3.888 0.459
H 5.433 -1.115 -2.227
H -6.021 -0.897 0.219
H -9.292 -5.823 -3.055
H -1.405 -0.335 -2.269
H 6.408 1.864 0.719
C -3.477 -2.024 -1.491
C 2.792 1.897 6.384
C 5.272 1.333 7.493
H 3.732 1.034 0.735
O 1.445 0.072 -0.070
C -0.258 1.736 -0.113
C -0.716 3.259 0.270
H -0.476 2.697 -2.287
O -0.105 -1.806 0.169
H 4.531 4.183 -1.965
H 0.495 1.083 -2.280
H -5.139 0.849 -3.689
C -1.670 3.404 1.590
C -0.417 1.653 -1.763
C -1.125 -5.994 4.077
O -2.933 1.039 -1.383
C 6.170 1.336 -0.319
H 6.658 -1.317 1.819
H 2.810 3.684 7.572
H -1.097 4.135 2.339
C -0.674 -4.773 2.042
H 5.012 -0.665 0.263
H 4.372 1.536 -1.875
C 1.968 3.389 -5.453
C -3.041 4.210 1.148
Si -4.148 -0.221 -1.478
C 4.592 2.495 7.863
H 4.049 2.856 1.096
F -2.919 5.687 0.859
C -7.290 -6.624 -3.049
H -2.595 -2.205 -0.706
C -0.602 3.365 -6.500
H -1.609 3.356 -6.910
F -6.465 -3.763 -0.210
C 3.682 2.109 0.242
H 6.340 3.633 -1.705
H -7.507 -7.381 -3.799
C 1.354 1.527 0.283
H 7.683 0.223 1.448
H 0.184 2.024 -7.995
H -2.960 -2.184 -2.555
H 5.241 -0.448 6.275
F 1.594 2.170 5.850
C 4.708 0.454 6.565
C -6.005 -6.531 -2.507
H 1.204 4.711 -3.945
H -5.226 -7.215 -2.833
I 1.249 1.359 2.506
H -5.597 1.030 0.313
C 3.348 2.781 7.302
H -6.506 0.298 -2.434
H -1.192 -6.867 2.107
H -1.380 -6.912 4.596
C 6.369 -1.147 -1.521
C -8.016 -4.784 -1.663
H 6.245 1.111 7.927
F -4.872 2.734 2.120
C -0.572 -3.639 4.172
C 0.137 -0.499 0.286
H 6.533 -2.286 -1.211
H 5.312 4.259 -0.184
H -0.584 -4.752 0.958
O -0.764 0.590 0.693
C -0.321 4.125 -5.363
H -8.787 -4.103 -1.319
C 6.041 -0.290 -0.150
C 4.851 2.077 -0.953
C 7.207 -0.753 0.951
C -5.725 -5.557 -1.549
C -0.450 -3.612 2.783
H -1.861 2.419 2.190
F -1.016 -4.858 6.141
C -1.763 0.777 -2.229
C -0.905 -4.831 4.807
H -4.304 -2.852 -1.416
C -1.014 -5.965 2.687
H -1.993 1.134 -3.343
F 3.208 3.400 -4.947
F -5.069 3.754 -0.313
H -1.272 3.839 -0.611
H -0.182 -2.687 2.279
H -4.731 -5.464 -1.124
C 0.969 4.133 -4.833
C -5.200 -0.063 0.175
H 7.075 1.563 -1.035
H -1.107 4.710 -4.890
H -0.410 -2.744 4.763
H 7.369 -0.783 -2.045
C -8.294 -5.751 -2.629
C 5.258 3.651 -1.209
C 3.459 0.735 6.013
C 1.699 2.634 -6.589
H 5.032 3.176 8.589
C -5.446 0.030 -2.913
H -4.404 -0.267 1.039
H -5.616 -1.034 -3.427
C -4.372 3.563 0.986
H 8.019 -1.454 0.460
O 2.341 2.454 -0.290
H 3.001 0.060 5.297
C 0.406 2.618 -7.112

Forces on the atoms, in the same order (eV/Å):
-0.050 0.062 0.086
-0.242 -0.776 -0.756
-2.100 -1.546 -0.385
2.017 0.027 1.056
1.427 1.761 -0.058
0.177 0.034 0.114
-1.032 1.849 0.289
-0.558 -1.207 -2.100
1.782 -0.935 -1.082
1.072 -0.238 0.475
-0.037 -0.031 -0.051
-0.641 2.188 -1.055
-2.581 0.088 0.720
2.204 2.365 -1.364
-0.313 0.697 0.639
0.199 -1.838 1.538
1.377 9.146 1.061
1.367 -1.024 1.637
-1.882 1.230 1.331
-0.721 -1.668 1.313
0.030 2.344 1.140
-0.484 -1.476 -0.854
-0.019 -0.021 0.086
0.595 -2.118 -1.349
-0.576 -0.025 -0.520
1.261 0.864 -1.614
0.010 -0.108 -0.043
-1.280 -1.673 -1.521
-0.025 -0.067 0.026
1.807 1.014 -0.854
1.191 1.073 1.600
-0.981 -0.021 -0.404
-2.710 -1.156 0.479
-1.469 0.311 1.430
-0.087 -0.319 -0.278
-1.175 -1.332 -1.940
-0.051 -4.594 -0.254
0.063 0.011 0.033
-2.074 0.338 -1.528
0.005 0.014 0.051
0.199 0.003 0.076
0.047 0.170 0.152
2.651 -1.118 0.345
-2.314 0.321 1.050
0.037 0.150 0.148
-1.613 0.330 -0.756
-0.764 -2.295 -1.180
0.081 0.116 0.161
-1.033 0.136 2.110
-0.140 0.151 0.040
-0.267 0.042 -0.124
-0.130 0.411 0.201
-0.420 0.243 0.044
0.034 -0.047 -0.090
-0.117 0.155 0.080
1.143 1.011 0.230
0.444 -2.268 -0.197
-0.085 0.023 -0.032
2.395 -0.357 -1.024
0.035 0.136 0.143
0.014 0.118 -0.008
-0.385 -0.255 0.506
0.005 0.067 0.035
-0.193 0.046 -0.081
1.290 1.937 -4.728
-0.004 -0.071 0.066
-0.111 -4.220 -1.221
-0.407 2.477 -0.667
-0.143 -1.426 -2.283
-0.007 0.048 0.205
1.697 -1.931 -3.419
0.233 -0.307 -0.261
0.109 -0.037 -0.011
1.646 -0.632 0.273
-0.715 1.204 1.650
-0.698 0.512 0.456
0.043 0.041 0.048
-0.073 -0.298 0.166
-0.041 1.855 -1.514
-0.023 -0.016 0.263
1.214 0.868 -0.861
0.086 0.023 -1.112
1.510 1.786 0.063
0.111 0.474 0.138
0.487 -0.863 2.252
0.190 0.000 0.092
0.978 -0.612 4.986
1.232 -1.785 1.750
-0.098 -0.260 0.132
-0.106 0.011 0.007
0.053 0.003 0.056
1.169 0.152 0.691
-1.678 -0.502 1.429
0.160 -0.091 -0.057
-0.014 -0.102 -0.012
-2.257 -0.610 1.041
0.412 -0.045 0.112
0.628 -0.411 -0.765
-0.064 0.021 -0.041
0.071 -0.015 0.034
-0.111 -0.102 -0.152
-0.911 -0.503 -0.532
-1.852 0.415 -1.580
0.457 2.395 0.790
3.266 1.796 -0.068
-1.614 1.577 1.101
-1.243 -3.620 2.172
0.018 0.080 0.048
-0.009 0.255 0.342